*P*
A molecular structure, C5H15N3O. Source: the Open Molecules 2025 dataset; level of theory: the ωB97M-V functional and the def2-TZVPD basis.

Element x y z (Å)
C -0.4222 0.1531 1.2513
C -0.1726 1.4863 -0.9441
C -1.1973 1.3229 1.8411
C 1.0064 0.0770 1.6696
N -0.5260 0.1955 -0.3617
H -1.4809 -0.0469 -0.6108
H -0.9487 -0.7814 1.4652
H -0.8526 2.2878 -0.6418
H -0.2116 1.4172 -2.0302
H 0.8462 1.7255 -0.6446
H -0.6670 2.2611 1.6862
H -1.2997 1.1685 2.9151
H -2.1961 1.4090 1.4090
H 1.4205 1.0473 1.9377
H 1.6084 -0.3157 0.6556
H 1.1448 -0.6276 2.4872
C 0.6711 -1.1406 -1.1933
N 0.3892 -1.0210 -2.5619
N 0.0801 -2.2899 -0.6277
O 1.8143 -0.7554 -0.7867
H -0.4078 -1.5290 -2.9039
H 1.0627 -0.4593 -3.0565
H -0.0786 -3.0668 -1.2490
H 0.4175 -2.5177 0.2942

Its molecular weight is 133.19 g mol⁻¹. The charge is 0. For the gap between HOMO and LUMO, the calculation gives 9.16 eV.


*Q*
2 unconnected molecules or ions with the total composition C5H15N3O. Source: the Open Molecules 2025 dataset; level of theory: the ωB97M-V functional and the def2-TZVPD basis.

Element x y z (Å)
H 0.3276 0.6594 -2.8182
N 0.4039 0.0937 -1.9790
C 0.9647 0.6020 -0.9496
N 1.3459 1.9211 -0.8105
N 1.2535 -0.2082 0.1443
C 0.9244 0.2844 1.4772
C -0.5204 0.7683 1.6129
C -1.5525 -0.3676 1.4543
C -2.6406 -0.0039 0.4502
H 1.5040 2.4082 -1.6777
H 1.9928 2.1648 -0.0684
H 0.9790 -1.1713 -0.0310
H 1.6165 1.0875 1.7540
H 1.0907 -0.5141 2.2034
H -0.7005 1.2462 2.5822
H -0.7231 1.5548 0.8856
H -2.0051 -0.5941 2.4302
H -1.0382 -1.2723 1.1115
H -2.2007 0.1645 -0.5304
H -3.3975 -0.7869 0.3586
H -3.1607 0.9282 0.7096
O 0.1834 -2.7206 -1.1582
H 0.3330 -1.9410 -1.7390
H -0.7537 -2.8780 -1.2113

Its molecular weight is 133.19 g mol⁻¹. The charge is 0. For the gap between HOMO and LUMO, the calculation gives 9.92 eV. The structure (SMILES) is [H]/N=C(\N)NCCCC.O.


Stability check: which of them is most stable? *Q*.


*P*
C4H4N4 in the gas phase. Source: the Open Molecules 2025 dataset; level of theory: the ωB97M-V functional and the def2-TZVPD basis.

Element x y z (Å)
H -0.9175 0.6096 -2.5308
N -0.3184 1.2346 -2.0785
C 0.1810 0.6861 -1.0093
C 0.2181 -0.7025 -0.7895
C -0.4339 -1.2563 0.3130
N -0.5606 -0.6038 1.4932
C -0.0230 0.5362 1.7598
N 0.9757 1.1403 1.0193
N 1.0346 1.2422 -0.2462
H 0.7227 -1.2984 -1.5336
H -0.5459 -2.3299 0.5843
H -0.3327 0.7418 3.0183

Its molecular weight is 108.10 g mol⁻¹. The charge is 0. For the gap between HOMO and LUMO, the calculation gives 8.46 eV. The structure (SMILES) is [H]/N=c1\ccncnn1.


*Q*
C4H4N4 in the gas phase. Source: the Open Molecules 2025 dataset; level of theory: the ωB97M-V functional and the def2-TZVPD basis.

Element x y z (Å)
C -2.1420 0.6839 1.8934
N -1.2776 -0.1032 1.3980
N -0.7492 0.5310 0.2891
C 0.2095 0.0122 -0.3588
C 1.1341 -1.2604 -0.3947
N 1.9473 -1.2424 -1.4183
C 1.7586 0.1377 -1.8166
N 0.9738 0.9328 -1.2144
H -2.4055 0.5005 3.0173
H -2.6466 1.6455 1.5057
H 0.9957 -2.2690 -0.0392
H 2.2018 0.4313 -2.8614

Its molecular weight is 108.10 g mol⁻¹. The charge is 0. For the gap between HOMO and LUMO, the calculation gives 8.60 eV. The structure (SMILES) is C=N/N=C1\C=NC=N1.


Stability check: which of them is most stable? *Q*.


*P*
C4H4N4 in the gas phase. Source: the Open Molecules 2025 dataset; level of theory: the ωB97M-V functional and the def2-TZVPD basis.

Element x y z (Å)
C -0.3616 -1.6111 0.3817
C 0.8719 -0.9800 0.3150
C 0.6007 0.2606 -0.0689
N 1.1366 1.3938 -0.4899
N 0.2324 2.2479 -0.8530
N -0.9925 1.8420 -0.6536
C -0.7138 0.5876 -0.1168
N -1.3612 -0.6094 0.0930
H -0.8492 -2.6101 0.4915
H 1.7067 -1.5612 0.7172
H 2.1733 1.6660 -0.2851
H -2.4433 -0.6263 0.4690

Its molecular weight is 108.10 g mol⁻¹. The charge is 0. For the gap between HOMO and LUMO, the calculation gives 9.41 eV. The structure (SMILES) is c1cc2[nH]nnc2[nH]1.


*Q*
A molecular structure, C4H4N4. Source: the Open Molecules 2025 dataset; level of theory: the ωB97M-V functional and the def2-TZVPD basis.

Element x y z (Å)
C 1.0895 -0.3003 0.1026
C -0.4187 1.3205 -0.0764
C -1.1530 0.2541 0.1085
C -2.5912 -0.0975 -0.0984
H 3.1491 -1.0538 -0.7571
H 1.8459 1.4293 0.4071
H -0.7218 2.3211 0.0424
H -0.2993 -1.9598 -0.3858
N 2.0400 -1.3220 -0.0568
N 0.9429 1.0201 0.1165
N -0.2891 -0.8229 0.5812
N -3.5944 -0.7888 0.0161

Its molecular weight is 108.10 g mol⁻¹. The charge is 0. For the gap between HOMO and LUMO, the calculation gives 8.38 eV.


Stability check: which of them is most stable? *P*.


*P*
2 unconnected molecules or ions with the total composition C2H11N2O. Source: the Open Molecules 2025 dataset; level of theory: the ωB97M-V functional and the def2-TZVPD basis.

Element x y z (Å)
C 2.0938 0.6359 -0.4648
N 1.1604 0.4207 0.6866
H 1.5266 1.0867 -1.2801
H 2.3941 -0.3419 -0.8314
H 2.8127 1.4245 -0.2681
H 1.7089 -0.1939 1.2957
H 1.0319 1.2317 1.2897
H 0.2673 -0.1475 0.4224
N -0.7590 -0.7746 -0.8371
C -1.9086 -0.2474 -0.1059
O -1.5686 -0.2750 1.2908
H -0.8720 -0.4362 -1.7837
H -0.7664 -1.7773 -0.6924
H -2.7928 -0.8266 -0.3105
H -2.0724 0.8067 -0.3054
H -2.2558 -0.5857 1.8942

Its molecular weight is 79.12 g mol⁻¹. The charge is +1. For the gap between HOMO and LUMO, the calculation gives 11.47 eV.


*Q*
2 unconnected molecules or ions with the total composition C2H11N2O. Source: the Open Molecules 2025 dataset; level of theory: the ωB97M-V functional and the def2-TZVPD basis.

Element x y z (Å)
N -0.6190 0.3943 -0.0818
C 0.2551 -0.8888 -0.0054
C 1.4750 -0.6051 0.8509
N 2.6241 -0.1028 0.1079
H 0.0609 1.1279 -0.3152
H -1.3017 0.3457 -0.8397
H -1.0556 0.6980 0.7801
H -0.3007 -1.6802 0.4841
H 0.4302 -1.0003 -1.0713
H 1.2189 0.1856 1.5591
H 1.6909 -1.5106 1.4221
H 3.2707 0.2672 0.8046
H 3.0821 -0.7898 -0.4659
H -3.9816 1.7738 -0.7340
H -3.5890 0.6729 -1.6498
O -3.2602 1.1120 -0.8457

Its molecular weight is 79.12 g mol⁻¹. The charge is +1. For the gap between HOMO and LUMO, the calculation gives 10.38 eV.


Stability check: which of them is most stable? *Q*.


*P*
2 unconnected molecules or ions with the total composition C2H11N2O. Source: the Open Molecules 2025 dataset; level of theory: the ωB97M-V functional and the def2-TZVPD basis.

Element x y z (Å)
N -0.1713 -0.8726 0.0669
C -0.3735 0.6364 -0.1211
C -0.0363 0.9384 -1.5684
N 1.3088 0.5301 -1.8305
H -0.0191 -1.1160 1.0537
H -0.9389 -1.3950 -0.3437
H 0.7327 -0.9145 -0.4532
H -1.4415 0.8504 0.0701
H 0.3870 1.1080 0.4787
H -0.7578 0.4629 -2.2972
H -0.4357 1.9537 -1.8569
H 1.6148 0.3016 -2.7649
H 2.1245 1.0382 -1.5201
H -0.4728 -0.0753 3.2447
H -1.3383 -1.3024 3.4945
O -0.6455 -0.9621 2.9033

Its molecular weight is 79.12 g mol⁻¹. The charge is +1. For the gap between HOMO and LUMO, the calculation gives 11.05 eV.


*Q*
2 unconnected molecules or ions with the total composition C2H11N2O. Source: the Open Molecules 2025 dataset; level of theory: the ωB97M-V functional and the def2-TZVPD basis.

Element x y z (Å)
N -0.6443 0.4464 0.5774
C 0.2811 -0.6787 0.0174
C 1.7576 -0.1867 0.0819
N 2.6176 -1.2581 -0.3364
H -0.4632 1.3466 0.1242
H -0.4928 0.5699 1.5588
H -1.5878 0.2499 0.4213
H -0.1952 -1.0111 -1.0467
H 0.1014 -1.4349 0.6980
H 2.0623 0.1154 1.1022
H 1.8284 0.8177 -0.5544
H 2.3843 -1.8453 -1.1526
H 3.6978 -1.3379 -0.1771
H -3.9938 1.2642 -0.8695
H -3.7266 1.3382 0.4859
O -3.2075 1.3502 -0.3592

Its molecular weight is 79.12 g mol⁻¹. The charge is +1. For the gap between HOMO and LUMO, the calculation gives 9.35 eV.


Stability check: which of them is most stable? *P*.


*P*
A molecular structure, C34H32N2O7SeTaTe. Source: the Open Molecules 2025 dataset; level of theory: the ωB97M-V functional and the def2-TZVPD basis.

Element x y z (Å)
Ta 0.1531 -0.9175 0.8986
O -1.4635 2.9265 -1.3253
C -0.7594 2.0087 -0.7391
O -1.2058 0.9356 -0.3555
C 0.6997 2.3740 -0.5407
O 1.2103 1.4737 0.4229
C 2.6035 1.1894 0.4043
C 2.7293 -0.2840 0.8491
O 3.5590 -1.0285 0.3981
O 1.8110 -0.6246 1.6744
H -2.3925 2.6751 -1.4906
H 0.7965 3.4152 -0.2138
H 1.1826 2.2522 -1.5240
H 3.1483 1.8249 1.1166
H 3.0391 1.2868 -0.5967
Se -1.8359 -2.2239 0.4122
C -1.4063 -4.1242 0.4955
C -2.0587 -4.9917 -0.3705
C -1.7699 -6.3443 -0.3347
C -0.8251 -6.8299 0.5532
C -0.1727 -5.9602 1.4112
C -0.4633 -4.6064 1.3915
H -2.7791 -4.5972 -1.0701
H -2.2889 -7.0161 -0.9999
H -0.5813 -7.8807 0.5669
H 0.5644 -6.3342 2.1064
H 0.0648 -3.9355 2.0610
O 1.2625 -2.6957 0.1106
C 1.5266 -2.1021 -0.9572
N 2.3693 -2.4896 -1.9068
C 2.2679 -1.6072 -3.0604
C 1.2804 -0.5601 -2.5112
O 0.9526 0.4879 -3.0185
N 0.9151 -0.9430 -1.2517
C 1.8314 -2.4540 -4.2403
C 0.4954 -2.7299 -4.4905
C 0.1479 -3.5984 -5.5132
C 1.1280 -4.2085 -6.2785
C 2.4634 -3.9529 -6.0139
C 2.8147 -3.0857 -4.9957
C 3.5115 -0.8016 -3.3776
C 4.6170 -0.7787 -2.5424
C 5.6979 0.0311 -2.8550
C 5.6794 0.8224 -3.9909
C 4.5688 0.8015 -4.8223
C 3.4859 -0.0036 -4.5175
H 2.8765 -3.3584 -1.9049
H -0.2775 -2.2689 -3.8915
H -0.8927 -3.8045 -5.7120
H 0.8561 -4.8881 -7.0728
H 3.2362 -4.4341 -6.5950
H 3.8570 -2.8969 -4.7844
H 4.6348 -1.3753 -1.6434
H 6.5518 0.0469 -2.1947
H 6.5222 1.4570 -4.2263
H 4.5360 1.4253 -5.7029
H 2.6127 -0.0177 -5.1527
C -6.4153 -1.6696 5.3211
C -5.1267 -1.2639 4.6883
C -3.9896 -2.0418 4.8167
C -2.7627 -1.6380 4.3091
C -1.5929 -2.5652 4.4511
C -2.6796 -0.4147 3.6372
Te -0.7153 0.3691 3.0301
C -3.8299 0.3549 3.4347
C -3.8181 1.6252 2.6422
C -5.0305 -0.0810 3.9711
H -6.3653 -2.6911 5.6849
H -7.2376 -1.5885 4.6148
H -6.6207 -1.0072 6.1611
H -4.0522 -2.9875 5.3328
H -1.7992 -3.3304 5.1964
H -0.6964 -2.0185 4.7498
H -1.4144 -3.0593 3.4923
H -3.5264 1.4213 1.6116
H -3.1070 2.3311 3.0695
H -4.8079 2.0714 2.6442
H -5.9130 0.5241 3.8325

Its molecular weight is 968.15 g mol⁻¹. The charge is +1. For the gap between HOMO and LUMO, the calculation gives 6.64 eV.


*Q*
A molecular structure, C34H32N2O7SeTaTe. Source: the Open Molecules 2025 dataset; level of theory: the ωB97M-V functional and the def2-TZVPD basis.

Element x y z (Å)
Ta 1.4530 0.9408 0.5713
O 3.5080 5.1485 0.0307
C 3.2014 3.9068 0.3696
O 2.0677 3.4993 0.4856
C 4.4328 3.0551 0.5708
O 4.0974 1.8457 1.1992
C 4.1619 1.8291 2.6276
C 2.8546 1.2887 3.1608
O 2.7495 0.6350 4.1403
O 1.8229 1.6045 2.3160
H 2.6911 5.6453 -0.1433
H 4.8253 2.8226 -0.4193
H 5.1989 3.6047 1.1153
H 4.9630 1.1716 2.9496
H 4.3234 2.8303 3.0314
Se 2.9310 0.5845 -1.3306
C 2.0602 0.8383 -3.0198
C 0.7012 0.6295 -3.2062
C 0.1517 0.8521 -4.4598
C 0.9546 1.2687 -5.5127
C 2.3162 1.4593 -5.3182
C 2.8782 1.2432 -4.0674
H 0.0730 0.2914 -2.3939
H -0.9084 0.6960 -4.6145
H 0.5184 1.4396 -6.4885
H 2.9461 1.7729 -6.1407
H 3.9407 1.3763 -3.9081
O -0.1159 2.3910 -1.1161
C -0.9771 1.9618 -0.3459
N -2.3011 2.1012 -0.3251
C -2.9407 1.3415 0.7594
C -1.6920 0.6910 1.4237
O -1.6957 -0.0453 2.3534
N -0.5614 1.1375 0.6893
C -3.8488 0.2577 0.1762
C -3.2857 -0.8953 -0.3664
C -4.0888 -1.8767 -0.9233
C -5.4686 -1.7110 -0.9485
C -6.0339 -0.5596 -0.4217
C -5.2272 0.4225 0.1411
C -3.6275 2.2441 1.7825
C -3.6875 3.6204 1.6122
C -4.3210 4.4172 2.5615
C -4.8883 3.8408 3.6858
C -4.8226 2.4621 3.8621
C -4.1983 1.6665 2.9168
H -2.8116 2.6243 -1.0172
H -2.2093 -1.0422 -0.3492
H -3.6401 -2.7747 -1.3309
H -6.1002 -2.4819 -1.3712
H -7.1080 -0.4229 -0.4420
H -5.6776 1.3154 0.5575
H -3.2427 4.0902 0.7440
H -4.3684 5.4894 2.4154
H -5.3805 4.4614 4.4236
H -5.2638 2.0051 4.7391
H -4.1505 0.5933 3.0562
C 2.6927 -6.7420 -1.4391
C 2.3709 -5.4628 -0.7143
C 2.7575 -5.2660 0.6055
C 2.4653 -4.0954 1.2971
C 2.9176 -3.9661 2.7357
C 1.7605 -3.0967 0.6140
Te 1.3015 -1.4001 1.7797
C 1.3340 -3.2644 -0.7057
C 0.5308 -2.2443 -1.4717
C 1.6587 -4.4533 -1.3470
H 3.2481 -7.4291 -0.8026
H 3.2913 -6.5442 -2.3309
H 1.7788 -7.2425 -1.7649
H 3.3037 -6.0490 1.1215
H 3.4602 -4.8578 3.0433
H 2.0712 -3.8407 3.4144
H 3.5763 -3.1068 2.8767
H -0.0566 -1.6126 -0.8021
H -0.1557 -2.7402 -2.1584
H 1.1776 -1.5967 -2.0635
H 1.3363 -4.5935 -2.3756

Its molecular weight is 968.15 g mol⁻¹. The charge is +1. For the gap between HOMO and LUMO, the calculation gives 6.69 eV.


Stability check: which of them is most stable? *Q*.